# 1
Entry from the OMol25 dataset: the ion C7H14N2 with charge +2 at a distorted geometry (ωB97M-V/def2-TZVPD).

Structure (XYZ):
```
23
Properties=species:S:1:pos:R:3
C -0.55 0.50 0.26
C 0.85 0.30 0.10
C -2.25 -0.91 1.13
C -1.21 1.90 0.38
C 1.87 1.40 -0.04
C -1.66 -1.13 -1.18
C 2.28 -1.64 -0.03
N -1.48 -0.66 0.17
N 1.09 -0.99 0.10
H -2.05 -0.68 2.15
H -2.81 -1.77 1.09
H -2.31 1.77 0.54
H -1.00 2.44 -0.62
H -0.71 2.47 1.25
H 2.31 1.23 -1.02
H 2.41 1.20 0.82
H 1.41 2.36 -0.02
H -1.08 -0.59 -1.99
H -2.75 -1.28 -1.40
H -1.17 -2.20 -1.15
H 2.51 -2.30 0.90
H 3.15 -1.00 0.02
H 2.06 -2.35 -0.94
```

As for the LUMO energy (spin up / spin down): -11.42 / -11.42 eV. The HOMO energy (spin up / spin down) is -18.890 / -18.891 eV. As for the total charge: +2. The energy above the lowest of the compared OMol25 structures with the same formula, charge and spin is 97.6 kcal/mol.

---

# 2
Entry from the OMol25 dataset: a cluster of 2 separate species, C7H14N2O in total at a distorted geometry (ωB97M-V/def2-TZVPD).

Structure (XYZ):
```
24
Properties=species:S:1:pos:R:3
C -2.90 1.39 -0.14
C -2.41 0.00 0.25
C -0.89 -0.11 0.16
N -0.45 -1.44 0.57
C -0.21 -2.43 -0.47
C 0.92 -1.85 0.31
C 1.93 -0.94 -0.37
C 2.50 0.07 0.54
N 2.91 0.77 1.37
H -3.99 1.47 -0.04
H -2.45 2.16 0.51
H -2.63 1.63 -1.18
H -2.72 -0.24 1.28
H -2.86 -0.76 -0.40
H -0.57 0.14 -0.87
H -0.43 0.62 0.84
H -0.55 -3.44 -0.27
H -0.31 -2.09 -1.51
H 1.36 -2.46 1.10
H 2.76 -1.55 -0.75
H 1.50 -0.42 -1.23
O 3.40 3.42 -0.08
H 2.57 3.06 -0.41
H 3.54 2.99 0.80
```

As for the LUMO energy: 0.66 eV. The HOMO energy is -9.569 eV. Its structure (SMILES) is CCCN1C[C@H]1CC#N.O. The energy above the lowest of the compared OMol25 structures with the same formula, charge and spin is 37.0 kcal/mol.

---

# 3
Entry from the OMol25 dataset: a cluster of 2 separate species, C7H14N2O in total at a distorted geometry (ωB97M-V/def2-TZVPD).

Structure (XYZ):
```
24
Properties=species:S:1:pos:R:3
C -2.06 -1.94 0.54
C 2.52 -0.68 0.83
C 0.11 0.17 -2.13
C -1.15 2.07 1.35
C -2.87 -0.87 0.54
C 1.74 -0.90 -0.57
C 0.90 0.29 -0.87
N -1.16 -2.67 0.56
N -0.04 0.57 0.16
O -0.26 1.89 0.32
H 3.28 -1.48 0.99
H 3.15 0.29 0.85
H 1.88 -0.79 1.68
H -0.40 1.08 -2.55
H 0.86 -0.14 -2.94
H -0.74 -0.56 -2.06
H -1.91 2.71 1.00
H -0.67 2.57 2.28
H -1.65 1.11 1.56
H -3.25 -0.65 1.52
H -3.31 -0.50 -0.31
H 2.49 -1.14 -1.24
H 1.11 -1.70 -0.35
H 1.45 1.26 -1.15
```

As for the LUMO energy (spin up / spin down): 0.65 / -1.33 eV. The HOMO energy (spin up / spin down) is -9.431 / -8.261 eV. The energy above the lowest of the compared OMol25 structures with the same formula, charge and spin is 144.2 kcal/mol.

---

Number 1 is which compound? C7H14N2

---

What is the energy above the lowest of the compared OMol25 structures with the same formula, charge and spin in the third record? 144.2 kcal/mol